Below is 12 unconnected molecules or ions with the total composition C48H60N12 in a non-equilibrium geometry, with properties calculated with the ωB97M-V functional and the def2-TZVPD basis.

Geometry as XYZ:
```
120
C48H60N12 | the OMol25 dataset | the ωB97M-V functional and the def2-TZVPD basis
N 8.92663 -3.02550 -0.10854
C 7.78611 -3.23725 0.61997
C 8.10702 -2.91043 1.96958
C 9.36846 -2.39726 2.06438
C 9.88105 -2.48183 0.69784
H 8.99468 -3.24324 -1.09244
H 6.90826 -3.69359 0.18691
H 7.48411 -2.97614 2.84940
H 9.91699 -2.11820 2.95187
H 10.82284 -2.33807 0.18914
N 5.07800 -3.07438 -4.48362
C 5.56070 -4.25966 -4.96125
C 5.28021 -4.35475 -6.38542
C 4.41124 -3.22808 -6.63814
C 4.28664 -2.55538 -5.42724
H 5.30113 -2.60801 -3.61597
H 6.18483 -4.88697 -4.34211
H 5.67358 -4.98142 -7.17213
H 3.88208 -3.06240 -7.56492
H 3.72330 -1.65915 -5.21319
N 1.71343 -0.00887 0.38954
C 1.15486 -1.20324 -0.01771
C -0.19461 -1.11540 -0.10264
C -0.51839 0.24167 0.03154
C 0.68621 0.93965 0.33057
H 2.62343 0.23565 0.75313
H 1.84303 -2.02833 -0.12753
H -0.93004 -1.87707 -0.31573
H -1.53381 0.60498 -0.02606
H 0.98703 1.97191 0.43221
N 0.42638 5.72751 4.42252
C 0.53085 5.99970 3.08458
C 1.89111 6.20837 2.76147
C 2.53267 6.28595 4.05529
C 1.64119 5.99619 5.03239
H -0.39555 5.67678 5.00730
H -0.33163 6.02101 2.43491
H 2.31341 6.37394 1.78134
H 3.56138 6.58502 4.19211
H 1.76594 5.96105 6.10460
N -1.20867 -6.97219 -1.95640
C -0.18386 -6.17738 -2.33010
C 0.91532 -6.89214 -1.88706
C 0.45119 -8.00634 -1.15080
C -0.92352 -8.04100 -1.22633
H -2.15067 -6.76196 -2.25396
H -0.32913 -5.34076 -2.99745
H 1.96422 -6.86725 -2.14313
H 1.12726 -8.79834 -0.86433
H -1.71499 -8.67053 -0.84729
N 0.19947 -5.38468 2.91576
C -0.88251 -5.22759 3.74142
C -0.37139 -4.87085 4.96972
C 1.04246 -4.92221 4.85736
C 1.30665 -5.24895 3.55232
H 0.16359 -5.49038 1.91194
H -1.87127 -5.23929 3.30713
H -0.81077 -4.54281 5.90017
H 1.88536 -4.76939 5.51506
H 2.13787 -5.51204 2.91493
N -3.37069 2.73502 3.60479
C -3.66460 2.83749 4.92640
C -4.64129 3.86691 5.15579
C -5.09214 4.15606 3.82022
C -4.30182 3.37744 2.88333
H -2.67575 2.17840 3.12798
H -3.03271 2.29171 5.61142
H -5.10550 4.09277 6.10443
H -6.04568 4.62082 3.61736
H -4.39189 3.30613 1.80944
N -2.16664 8.66044 -1.91457
C -2.03951 9.95694 -2.20352
C -0.59619 10.16578 -2.32845
C 0.03124 8.88470 -2.14084
C -0.99383 7.98875 -1.97525
H -3.08884 8.26365 -1.80404
H -2.86591 10.61495 -2.42817
H 0.00344 11.02289 -2.59714
H 1.08003 8.63296 -2.19647
H -1.09650 6.96583 -1.64436
N -7.46747 6.24055 -3.69152
C -8.04754 5.66448 -2.68474
C -7.09763 4.86048 -2.09843
C -5.95983 4.80531 -2.82720
C -6.17842 5.70363 -3.85207
H -7.91258 6.89942 -4.31430
H -9.09968 5.81917 -2.49639
H -7.38961 4.15828 -1.33159
H -5.18572 4.05480 -2.76462
H -5.53208 5.90447 -4.69367
N 5.52886 -0.13227 8.94625
C 4.94238 -0.56091 7.76077
C 5.60649 0.13716 6.72099
C 6.66762 0.79723 7.30288
C 6.62191 0.65733 8.66750
H 5.31237 -0.45069 9.87997
H 4.17315 -1.31828 7.72799
H 5.24712 0.19969 5.70446
H 7.38489 1.33491 6.70053
H 7.16917 1.11398 9.47891
N -3.08495 -1.99651 -8.31368
C -3.25015 -1.31497 -7.11337
C -2.39695 -1.79032 -6.16075
C -1.50095 -2.53984 -6.94604
C -1.86766 -2.59071 -8.32120
H -3.71187 -1.96287 -9.10485
H -4.06472 -0.62628 -6.94431
H -2.35790 -1.51369 -5.11750
H -0.64815 -3.07424 -6.55417
H -1.40574 -3.00261 -9.20629
N -6.87167 -4.30176 -1.07825
C -6.01241 -3.55336 -0.31010
C -6.35586 -2.20820 -0.54162
C -7.37513 -2.25116 -1.48275
C -7.56307 -3.53634 -1.89102
H -6.93150 -5.30765 -1.00947
H -5.31718 -4.11988 0.29165
H -5.88279 -1.32039 -0.14868
H -7.93458 -1.35115 -1.69109
H -8.28678 -3.91512 -2.59755
```

Calculated values
SMILES: c1cc[nH]c1.c1cc[nH]c1.c1cc[nH]c1.c1cc[nH]c1.c1cc[nH]c1.c1cc[nH]c1.c1cc[nH]c1.c1cc[nH]c1.c1cc[nH]c1.c1cc[nH]c1.c1cc[nH]c1.c1cc[nH]c1
LUMO level: 0.08 eV
HOMO-LUMO gap: 8.0 eV
HOMO energy: -7.96 eV
E: -68621.0852 eV

Below is a molecular structure, C48H60N2S3Sb2SiTi in a non-equilibrium geometry, with properties calculated with the ωB97M-V functional and the def2-TZVPD basis.

Geometry as XYZ:
```
117
C48H60N2S3Sb2SiTi | the OMol25 dataset | the ωB97M-V functional and the def2-TZVPD basis
Ti 0.11114 -1.37931 0.07690
C 1.30251 -3.60579 -2.95895
C 2.15727 -4.37307 -1.97043
S 1.69279 -3.86607 -0.27862
C 3.33701 -3.63932 0.52181
C 3.48249 -2.20393 0.98975
S 2.59131 -0.98168 -0.07356
C 3.65360 -1.20057 -1.56527
C 2.86094 -1.16513 -2.86162
S 1.17797 -1.82189 -2.62718
H 0.26098 -3.96540 -2.89009
H 1.60916 -3.69937 -4.00317
H 3.22239 -4.21492 -2.15397
H 1.96198 -5.45416 -2.02954
H 4.15236 -3.88782 -0.17936
H 3.38501 -4.37045 1.32340
H 4.53295 -1.86982 1.09161
H 2.99508 -2.10545 1.97027
H 4.18016 -2.14798 -1.49740
H 4.40892 -0.41292 -1.55315
H 3.33892 -1.70827 -3.67711
H 2.71191 -0.13928 -3.19730
C -0.56263 2.18874 2.09490
C 0.28730 3.38906 1.71564
C 1.58661 3.04241 1.00448
Sb 1.39395 1.98806 -0.98040
C 3.47493 2.29004 -1.57865
C 4.52205 2.22870 -0.65977
C 5.83618 2.43027 -1.05304
C 6.12445 2.66140 -2.40497
C 5.09095 2.67775 -3.34267
C 3.75777 2.53470 -2.92355
C 0.90023 3.71516 -2.19249
C 1.56753 4.90390 -1.93115
C 1.29373 6.05563 -2.67086
C 0.38970 5.99738 -3.72946
C -0.20970 4.76252 -4.06751
C 0.09899 3.62210 -3.32665
Sb -1.48051 1.18811 0.28827
C -2.59420 3.09658 0.08027
C -3.40590 3.42908 1.17573
C -4.01614 4.68948 1.24953
C -3.76614 5.64873 0.26817
C -2.95521 5.30702 -0.81601
C -2.48745 3.99466 -0.98641
C -3.54661 0.22274 0.56285
C -3.51590 -1.12327 0.94911
C -4.62184 -1.96181 0.81612
C -5.83220 -1.43888 0.30999
C -5.89255 -0.08947 -0.03480
C -4.74276 0.70784 0.01009
H -1.41008 2.42250 2.75325
H 0.07877 1.42169 2.54496
H 0.52950 3.92004 2.66004
H -0.27698 4.11227 1.10571
H 2.18492 2.34056 1.59546
H 2.17137 3.93316 0.76786
H 4.29114 1.99439 0.37896
H 6.63256 2.36301 -0.32044
H 7.16051 2.79041 -2.73396
H 5.28458 2.85890 -4.39134
H 2.95981 2.61288 -3.66505
H 2.33273 4.90895 -1.15957
H 1.79297 6.98631 -2.43603
H 0.17223 6.87465 -4.31489
H -0.89516 4.70999 -4.90766
H -0.28116 2.65822 -3.64687
H -3.57150 2.70918 1.96999
H -4.66812 4.90934 2.08468
H -4.20978 6.64056 0.32428
H -2.69416 6.08406 -1.53302
H -1.94460 3.72253 -1.88965
H -2.55077 -1.51892 1.24249
H -4.54756 -3.00694 1.08129
H -6.67425 -2.08897 0.16732
H -6.79837 0.36568 -0.40910
H -4.79653 1.71386 -0.36939
C -1.84707 -4.43973 -0.36669
C -2.16843 -3.28488 -1.27091
C -3.18359 -3.28208 -2.22246
C -3.12760 -2.06305 -2.90299
C -2.04041 -1.36106 -2.36970
C -1.59240 -0.03455 -2.86166
N -1.47103 -2.07341 -1.30795
H -2.34676 -4.31594 0.61151
H -0.76233 -4.50415 -0.21611
H -2.21090 -5.37484 -0.81848
H -3.87453 -4.07464 -2.43384
H -3.75191 -1.72162 -3.70581
H -2.31756 0.76561 -2.57040
H -1.55675 -0.06066 -3.96266
H -0.58895 0.22416 -2.50171
C 2.00844 0.16879 3.25028
Si 0.61960 -1.06703 3.61040
C -0.85826 -0.28845 4.49503
C 1.36732 -2.41789 4.68947
N -0.05227 -1.82937 2.06192
C -0.66845 -3.01990 2.50476
C -1.95289 -3.01284 3.07291
C -2.50003 -4.17733 3.61434
C -1.79487 -5.37691 3.63117
C -0.50407 -5.38863 3.08028
C 0.07911 -4.21844 2.60611
H 1.87348 1.12207 3.77869
H 2.14123 0.39473 2.19421
H 2.93882 -0.25052 3.62974
H -1.30161 -0.99664 5.19245
H -1.64808 0.01190 3.81028
H -0.57921 0.60986 5.05402
H 1.86536 -1.96503 5.54931
H 2.10497 -3.01206 4.16695
H 0.57971 -3.07320 5.06663
H -2.48397 -2.08382 3.14005
H -3.47918 -4.14243 4.06205
H -2.20852 -6.27764 4.06555
H 0.08118 -6.29965 3.05837
H 1.11888 -4.19304 2.33183
```

Calculated values
LUMO level (spin up / spin down): -7.16 / -7.22 eV
HOMO-LUMO gap (spin up / spin down): 4.5 / 4.5 eV
Charge: +2
HOMO energy (spin up / spin down): -11.70 / -11.69 eV
E: -130287.6986 eV

Q: Which of these has the highest E?
A: C48H60N12